No. 1
Entry from OMol25: a structure of composition C24H46AlBCaClF5ILiN3O11S4 at a distorted geometry (ωB97M-V/def2-TZVPD).

Geometry as XYZ:
```
99
Properties=species:S:1:pos:R:3:mulliken_charge:R:1
O -2.8378 3.9112 3.3756 -0.62
S -2.3066 2.4877 3.2904 0.76
O -1.1923 2.2009 4.2651 -0.52
C -1.9298 1.9722 1.5536 0.10
C -0.5406 2.6021 0.9724 -0.42
S 0.0801 4.0607 1.9338 -0.07
N -0.8553 3.0741 -0.4185 1.23
C 0.3254 3.5025 -1.2431 -0.41
C -0.1569 3.3297 -2.8317 -0.17
C 0.9321 4.3183 -3.7926 0.26
C 0.1570 5.5833 -4.5900 -0.52
O 1.1125 5.7286 -3.2996 -0.26
C 1.7089 2.7456 -0.9001 -1.48
I 3.4989 4.0448 -1.1717 0.30
O 1.8298 2.2414 0.4346 -0.17
C 0.6332 1.4913 0.8588 -0.50
C 1.0028 0.8193 2.2613 -0.99
C 0.0500 -0.3789 2.7116 -0.97
C -0.1462 -1.5473 1.6284 2.04
C -1.7052 -2.0072 1.7310 -0.32
C -1.9100 -3.5657 1.4095 0.23
C -3.3951 -4.0341 1.8385 -0.65
C -4.4111 -3.5652 0.6987 0.00
S -4.3121 -4.5797 -0.8735 -0.10
C -3.7702 -3.3098 -2.1237 0.30
N -4.2342 -1.9601 -2.2121 -0.02
N -3.6226 -1.2732 -3.2142 -0.39
C -2.7502 -2.2478 -3.7739 -0.12
O -2.7944 -3.5071 -3.1337 -0.22
H -3.3840 1.6750 3.6996 0.27
H -1.9814 0.8337 1.4126 -0.44
H -2.7769 2.3933 0.8871 0.48
H -0.9274 4.9950 2.1206 0.25
H -1.2973 2.2718 -0.9199 0.50
H -1.5649 3.8576 -0.3686 -0.24
H 0.5057 4.6558 -1.0344 0.49
H -1.2216 3.7884 -3.0160 0.45
H -0.0442 2.2425 -3.2215 0.25
H 1.8349 3.7739 -4.3707 0.20
H -0.6176 6.2016 -4.0372 0.18
H 1.0120 5.9833 -5.2285 0.39
H 1.8434 1.9256 -1.7056 0.55
H 0.3914 0.7605 0.0167 0.28
H 2.0577 0.3689 2.1291 0.38
H 1.1112 1.6488 3.0329 0.41
H -0.9660 -0.0239 3.0733 0.28
H 0.5540 -0.8658 3.6247 0.53
H 0.1632 -1.2802 0.5661 0.25
H 0.4586 -2.4515 1.9825 -1.40
H -2.3931 -1.3114 1.1309 -0.09
H -2.0436 -1.8837 2.8820 0.03
H -1.7059 -3.7348 0.3005 0.21
H -1.1727 -4.1297 2.1026 -0.01
H -3.4601 -5.1526 2.0294 0.38
H -3.6455 -3.4545 2.8039 0.31
H -4.1664 -2.4657 0.4528 -0.31
H -5.4991 -3.6158 1.0335 0.44
H -2.0289 -2.0611 -4.6360 0.38
Cl -1.6728 -2.1366 4.4274 -0.17
Al 1.5346 1.9363 -3.7757 0.11
C 4.8053 -3.9181 2.1025 -1.21
C 3.5339 -3.9200 1.2768 -0.25
O 2.9926 -2.6148 1.0983 -0.19
C 3.8138 -1.6880 0.4072 0.78
C 4.1260 -2.1116 -1.0165 -1.30
H 4.6552 -3.3774 3.0382 0.27
H 5.1174 -4.9399 2.3301 0.49
H 5.6230 -3.4306 1.5715 0.28
H 2.7725 -4.5035 1.8002 0.16
H 3.6868 -4.4098 0.3095 0.31
H 4.7300 -1.4898 0.9721 0.08
H 3.2560 -0.7431 0.3791 -0.43
H 4.7698 -2.9940 -1.0354 0.33
H 4.6415 -1.3110 -1.5512 0.41
H 3.2097 -2.3648 -1.5566 0.28
O 0.4261 -4.8707 2.8910 -0.64
H 1.0528 -4.1791 2.6663 0.28
B 4.1803 -0.8830 -5.4312 0.48
F 3.0220 -0.1323 -5.8323 -0.37
F 5.3474 -0.2961 -6.0073 -0.38
F 4.2896 -0.8550 -4.0007 -0.30
F 4.0501 -2.2288 -5.8766 -0.37
C 6.9441 -1.8400 3.7794 0.83
O 7.4279 -1.2182 4.7357 -0.35
O 6.0825 -1.3837 2.9997 -0.49
O 7.2459 -3.0090 3.4548 -0.43
Li 5.9383 4.9986 -1.5668 0.90
C -7.1645 1.7594 -0.0994 -1.05
S -5.8621 0.9626 -1.0623 0.48
O -4.7099 0.7125 -0.1367 -0.50
C -5.4509 2.4141 -2.0540 -0.87
H -7.5474 1.0398 0.6249 0.35
H -6.7615 2.6259 0.4281 0.29
H -7.9726 2.0669 -0.7653 0.41
H -5.1556 3.2396 -1.4022 0.19
H -6.3151 2.7011 -2.6554 0.46
H -4.6209 2.1570 -2.7138 0.22
F 8.0900 -2.1088 6.6650 -0.47
Ca -1.6269 5.2612 -1.5460 0.70
```

- gap between HOMO and LUMO (eV) = 1.44
- charge = +1
- E_HOMO (eV) = -8.3


No. 2
Entry from OMol25: a cluster of 3 separate species, C24H46BClN3O8S in total at a distorted geometry (ωB97M-V/def2-TZVPD).

Geometry as XYZ:
```
84
Properties=species:S:1:pos:R:3:mulliken_charge:R:1
C 7.5941 2.7301 -0.6899 -0.97
C 8.0813 1.2126 -0.9685 -0.50
C 7.0007 0.0890 -0.5917 0.22
Cl 7.9652 -1.3557 0.0862 -0.30
B 5.9264 -0.3073 -1.7786 0.25
C 6.0475 0.5668 -3.1648 0.16
C 7.0887 0.0221 -4.2425 -0.75
N 8.2556 -0.5376 -4.0022 -0.49
C 6.0000 -1.9460 -2.0923 -1.02
C 4.9778 -2.4096 -3.2543 -0.22
O 4.2463 -3.6337 -2.9480 -0.55
C 4.4108 -0.0843 -1.1064 -0.62
C 3.9963 1.4631 -0.9375 -0.21
C 3.1688 2.0254 -2.2064 -0.04
C 1.8972 2.9255 -1.8312 -0.67
C 1.0218 3.1216 -3.1632 -0.76
C 0.3611 1.7759 -3.7498 -0.47
C 0.1091 0.7430 -2.5495 -0.09
S -1.1551 -0.5834 -2.9491 -0.18
C -1.0621 -1.6732 -1.4307 0.47
N -1.4306 -1.0110 -0.2156 -0.26
N -1.2313 -2.0026 0.7165 -0.35
C -0.7714 -3.2240 0.1018 0.02
O -0.6514 -3.0174 -1.3168 -0.24
H 8.4946 3.4512 -0.7750 0.35
H 7.2172 2.8599 0.3981 0.23
H 6.7962 3.0956 -1.4239 0.18
H 8.5072 1.1523 -2.0242 0.11
H 8.9826 1.0509 -0.2563 0.45
H 6.4104 0.5006 0.3181 0.32
H 6.2353 1.6962 -3.0046 0.15
H 5.0052 0.5135 -3.6737 -0.03
H 6.7646 0.0868 -5.3542 0.30
H 8.7164 -0.8068 -4.8899 0.21
H 5.7120 -2.5735 -1.1610 0.34
H 7.0431 -2.2797 -2.4415 0.34
H 5.6013 -2.5499 -4.2205 0.11
H 4.1883 -1.6091 -3.5178 0.07
H 3.5202 -3.6582 -3.6204 0.32
H 4.3951 -0.5575 -0.0500 0.21
H 3.5765 -0.5947 -1.7005 -0.02
H 4.8531 2.1650 -0.6631 0.02
H 3.2568 1.5040 -0.0417 0.35
H 2.9307 1.1164 -2.8710 -0.17
H 3.9048 2.6678 -2.8308 0.28
H 1.3123 2.5810 -0.9148 0.29
H 2.3125 3.9749 -1.5658 0.40
H 1.7405 3.5298 -3.9723 0.28
H 0.1950 3.9081 -3.0144 0.33
H 1.1207 1.3027 -4.4828 0.26
H -0.6365 1.9821 -4.2984 0.39
H 1.0855 0.1725 -2.3092 -0.17
H -0.2512 1.2382 -1.5730 0.30
H -0.5148 -4.1706 0.6767 0.35
C -5.2733 -2.4642 1.3419 -1.13
C -4.0454 -2.3403 2.2251 0.05
O -4.3394 -1.6108 3.4259 -0.38
C -5.0359 -2.2819 4.3573 0.83
O -5.4217 -3.4225 4.2758 -0.57
O -5.2534 -1.4474 5.3917 -0.40
C -6.0809 -2.0031 6.4127 -0.72
H -5.6976 -1.4780 1.1341 0.24
H -5.0207 -2.9490 0.3971 0.38
H -6.0575 -3.0504 1.8273 0.34
H -3.2773 -1.7736 1.6949 0.22
H -3.6175 -3.3178 2.4644 0.27
H -5.6851 -2.9564 6.7685 0.35
H -7.1008 -2.1239 6.0408 0.30
H -6.0974 -1.3027 7.2489 0.24
C -6.7314 2.0921 4.1323 -1.34
C -7.0895 0.6322 3.9260 0.29
O -8.4465 0.3676 4.3131 -0.33
C -9.3893 0.7983 3.4579 0.74
O -9.1959 1.3694 2.4126 -0.55
O -10.5920 0.5032 3.9846 -0.34
C -11.6886 1.0036 3.2229 -0.64
H -6.9341 2.3949 5.1635 0.32
H -5.6765 2.2647 3.9118 0.37
H -7.3258 2.7443 3.4881 0.37
H -6.4566 0.0123 4.5656 0.12
H -6.9155 0.3143 2.8941 0.21
H -11.6347 0.6709 2.1843 0.29
H -11.7130 2.0942 3.2771 0.29
H -12.6077 0.6140 3.6627 0.23
```

- gap between HOMO and LUMO (eV) = 7.10
- ΔE to the lowest compared entry with this formula, charge and spin (kJ/mol) = 0.0
- charge = -1
- E_HOMO (eV) = -5.2


No. 3
Entry from OMol25: a structure of composition C24H46Cl2CoN3O7SSi at a distorted geometry (ωB97M-V/def2-TZVPD).

Geometry as XYZ:
```
85
Properties=species:S:1:pos:R:3:mulliken_charge:R:1
C -1.3382 -0.5463 -3.3328 -1.29
C -0.8959 -1.8567 -2.7739 0.33
H -1.0205 -0.4217 -4.3732 0.39
H -0.9267 0.2878 -2.7419 -0.05
H -2.4351 -0.4566 -3.2996 0.29
C -0.4348 -2.8816 -3.5048 0.12
C -0.3029 -2.8998 -4.9909 -1.55
H -0.1405 -3.8102 -3.0105 0.43
H -0.5452 -1.9389 -5.4539 0.36
H -0.9659 -3.6600 -5.4256 0.33
H 0.7177 -3.1773 -5.2867 0.30
Co 0.0401 0.2767 0.4236 0.91
Cl -0.1046 1.9181 -1.0290 -0.65
C -0.0137 -2.4878 2.1950 0.05
O 0.8298 -1.6032 1.9532 -0.83
N 0.1817 -3.5259 3.0462 0.44
C 1.4898 -3.7245 3.6484 -0.98
C -0.8823 -4.4557 3.4063 -1.13
H -1.0128 -2.4825 1.7268 0.54
H 2.1153 -2.8582 3.4138 0.26
H 1.9614 -4.6404 3.2641 0.28
H 1.3853 -3.8412 4.7346 0.33
H -1.8285 -4.1320 2.9570 0.30
H -0.9923 -4.4997 4.5015 0.37
H -0.6479 -5.4728 3.0594 0.37
H 0.9276 2.9550 5.2846 0.32
H -1.0813 4.3111 4.6378 0.31
C 1.3033 3.0397 4.2573 -0.91
C -0.7031 4.3537 3.6081 -0.91
N 0.1758 3.2176 3.3459 0.36
H 1.8594 2.1410 3.9741 0.22
C -0.0039 2.4352 2.2919 0.31
O 0.6758 1.3998 2.0589 -0.75
H -1.5425 4.2996 2.9043 0.25
H -0.8221 2.7377 1.6106 0.29
H 1.9561 3.9218 4.2151 0.33
H -0.1609 5.3000 3.4725 0.34
H 1.6191 -0.2389 -3.1810 0.16
H 2.5300 -2.7064 -2.8674 0.14
C 2.4486 0.0922 -2.5412 -0.81
C 3.3421 -2.1908 -2.3337 -0.75
N 2.8622 -0.9922 -1.6693 0.28
H 2.1276 0.9525 -1.9483 0.14
C 2.8121 -0.8935 -0.3292 0.13
O 2.3745 0.0865 0.2900 -0.53
H 3.7603 -2.8651 -1.5757 0.30
H 3.2103 -1.7902 0.1996 0.25
H 3.2865 0.3677 -3.1948 0.43
H 4.1143 -1.9288 -3.0674 0.34
O 0.0712 -1.2390 -0.7125 0.96
C -0.9548 -1.9614 -1.2522 0.02
C 0.2938 -4.0260 -0.4261 0.31
C -0.9204 -3.4012 -0.7166 -0.19
H 1.2151 -3.4626 -0.5762 0.12
C 0.3056 -5.3484 0.0373 -0.69
H -1.9277 -1.5269 -0.9462 0.29
C -2.1223 -4.0891 -0.5515 -0.09
H 1.2646 -5.8137 0.2858 0.42
C -0.8964 -6.0492 0.1715 -0.57
C -2.1095 -5.4230 -0.1307 -0.82
H -3.0459 -3.5544 -0.7841 0.47
H -0.8874 -7.0890 0.5153 0.40
H -3.0578 -5.9606 -0.0347 0.38
Si -0.2251 6.5818 -2.7405 0.50
Cl -0.5067 5.7788 -4.6165 -0.33
C 1.6148 6.4626 -2.4030 -0.89
C -1.2812 5.5420 -1.6003 -0.46
C -0.7801 8.3775 -2.8013 -0.93
H 1.9441 5.4174 -2.4693 0.25
H 1.8552 6.8458 -1.4028 0.31
H 2.1770 7.0477 -3.1437 0.27
H -0.1838 8.9453 -3.5286 0.26
H -0.6644 8.8516 -1.8172 0.32
H -1.8347 8.4505 -3.0984 0.26
H -0.9679 4.4876 -1.6277 -0.09
H -2.3329 5.5992 -1.9140 0.30
H -1.2083 5.8998 -0.5646 0.25
C -1.4970 -0.1549 4.0541 -0.89
S -2.5310 0.0507 2.5887 1.19
O -3.5273 -1.0175 2.6515 -0.73
O -3.0045 1.4327 2.6016 -0.70
O -1.6434 -0.1952 1.3716 -0.94
H -1.7324 0.6680 4.7325 0.43
H -0.4393 -0.1340 3.7797 0.07
H -1.7644 -1.1077 4.5192 0.39
```

- gap between HOMO and LUMO (alpha / beta) (eV) = 9.47 / 6.58
- 2S+1 = 5
- ΔE to the lowest compared entry with this formula, charge and spin (kJ/mol) = 0.0
- E_HOMO (alpha / beta) (eV) = -8.9 / -8.7